1.
The following is a quantum chemistry calculation of a molecular structure, C21H31AsBeBrN2O4Si, from OMol25.

CARTESIAN COORDINATES (ANGSTROEM)
Be  -0.18538  0.07055  1.32600
C  -1.54803  -2.53674  0.95938
O  -1.62677  -1.12342  0.96330
C  -2.60687  -0.49355  0.22548
C  -3.65496  -1.12509  -0.46134
C  -4.52964  -0.26126  -1.12819
Br  -5.98363  -1.05126  -2.08651
C  -4.41408  1.10472  -1.14129
C  -3.33578  1.73708  -0.44255
C  -2.44975  0.86111  0.24199
O  -1.36358  1.32762  0.94850
C  -3.05614  3.10542  -0.43165
N  -1.97922  3.64421  0.19767
C  -2.01419  4.99050  -0.04586
C  -1.15168  6.00716  0.35263
C  -1.43295  7.31036  -0.05066
C  -2.54393  7.60820  -0.83286
C  -3.41992  6.59946  -1.24333
C  -3.13781  5.30934  -0.84296
N  -3.77935  4.10490  -1.06858
H  -2.43953  -2.96268  1.42380
H  -0.66814  -2.78438  1.54729
H  -1.43534  -2.90965  -0.05948
H  -3.78087  -2.19480  -0.48341
H  -5.13544  1.69351  -1.69165
H  -1.32996  2.35534  0.80516
H  -0.28343  5.77899  0.95728
H  -0.76890  8.11132  0.25100
H  -2.73347  8.63185  -1.12985
H  -4.28559  6.82534  -1.85438
H  -4.60053  3.96300  -1.62462
C  2.14248  -2.12179  3.31702
Si  1.50543  -0.36758  3.57894
C  1.24136  -0.12480  5.42541
C  2.83878  0.81956  2.99978
O  0.11564  -0.14555  2.79734
H  3.07762  -2.30824  3.85293
H  2.32198  -2.29230  2.25188
H  1.40610  -2.85525  3.65762
H  2.16523  -0.28256  5.98932
H  0.48848  -0.82100  5.80339
H  0.88781  0.88883  5.62961
H  3.79833  0.63838  3.49244
H  2.54740  1.85578  3.19138
H  2.96600  0.70638  1.92045
C  -0.50150  1.43315  -2.51048
As  0.84708  0.46623  -1.43635
C  2.44540  0.08228  -2.50077
C  1.62273  2.23489  -0.82308
O  0.88909  -0.07554  0.23919
H  0.02518  1.82380  -3.38456
H  -0.87059  2.27720  -1.93132
H  -1.32571  0.79639  -2.82314
H  2.78807  1.00300  -2.97175
H  2.25833  -0.68831  -3.24544
H  3.21096  -0.26037  -1.80280
H  1.80506  2.89626  -1.67516
H  2.55639  2.06190  -0.28607
H  0.91456  2.72259  -0.15120
C  0.01761  -1.31078  -1.87045
H  -0.90165  -1.42994  -2.43795
H  0.48340  -2.22535  -1.51086

The largest force on an atom comes out at 0.11 eV Å⁻¹. For the energy above the lowest of the compared OMol25 structures with the same formula, charge and spin, the calculation gives 19.2 kcal/mol. The energy comes out at -172614.7319 eV. The net charge is -1. The calculation puts the molar mass at 567.413 g/mol. Its HOMO energy (alpha / beta) is -5.0 / -2.0 eV.

Atom charges from the Mulliken analysis, given in e for atoms 1 to 8: -0.644 -1.016 0.182 0.527 -1.031 -0.183 -0.280 -0.968



2.
The following is a quantum chemistry calculation of a single C25H32N4O5 molecule, from OMol25.

CARTESIAN COORDINATES (ANGSTROEM)
C  -3.74582  -1.08225  2.13723
C  -4.60651  0.10674  1.72194
C  -5.30304  -0.07516  0.35959
C  -6.19937  1.13441  0.07809
C  -6.13584  -1.35516  0.31472
N  -4.29636  -0.18378  -0.69647
C  -3.40998  0.76535  -1.02247
O  -3.36603  1.88992  -0.56275
C  -2.39579  0.29584  -2.08589
N  -1.28265  -0.42297  -1.47609
C  -1.48213  -1.69935  -1.08882
O  -2.54255  -2.27318  -1.29987
C  -0.34970  -2.40915  -0.36400
C  0.04339  -1.72840  0.96117
C  1.45111  -1.15162  0.99877
O  1.69323  -0.05389  1.44797
N  2.40049  -2.01335  0.53585
C  3.74495  -1.77139  0.26979
C  4.40364  -0.59891  0.61867
C  5.73304  -0.44842  0.24939
C  6.45660  0.82232  0.55690
C  6.34633  -1.49957  -0.42692
C  5.60740  -2.63654  -0.70081
N  4.33498  -2.77615  -0.37245
C  -0.07665  0.30455  -1.28968
C  1.10075  -0.09862  -1.91109
C  2.26618  0.61177  -1.70225
C  2.26721  1.73995  -0.89473
C  1.06324  2.19828  -0.34544
C  -0.10080  1.46969  -0.53935
O  0.98328  3.34880  0.37990
C  2.15089  4.13646  0.33490
C  3.38623  3.24707  0.45470
O  3.45708  2.37653  -0.65505
H  -3.12295  -0.81121  2.98683
H  -3.09665  -1.39178  1.32149
H  -4.36045  -1.93097  2.42700
H  -5.36630  0.29108  2.48313
H  -3.98244  0.99897  1.65160
H  -5.61140  2.04687  0.10088
H  -6.98477  1.19919  0.82619
H  -6.65672  1.04074  -0.90429
H  -6.69220  -1.40563  -0.61858
H  -6.84313  -1.36975  1.13966
H  -5.49990  -2.23382  0.38292
H  -4.11341  -1.11753  -1.04850
H  -2.88777  -0.36929  -2.80113
H  -1.99582  1.17064  -2.59856
H  -0.71264  -3.42167  -0.17675
H  0.50343  -2.47826  -1.03797
H  -0.02277  -2.45367  1.77638
H  -0.63982  -0.91256  1.20105
H  2.11455  -2.93481  0.23055
H  3.87998  0.17411  1.15204
H  6.03088  1.62897  -0.03907
H  7.51601  0.73723  0.32916
H  6.33680  1.08462  1.60635
H  7.37896  -1.43224  -0.73245
H  6.04572  -3.48073  -1.21676
H  1.10830  -0.96091  -2.56011
H  3.19611  0.29860  -2.14959
H  -1.01547  1.83469  -0.10008
H  2.08304  4.84085  1.16537
H  2.19416  4.68907  -0.61442
H  4.30459  3.83592  0.45022
H  3.31530  2.66345  1.38198

The largest force on an atom comes out at 0.82 eV Å⁻¹. For the energy above the lowest of the compared OMol25 structures with the same formula, charge and spin, the calculation gives 3.8 kcal/mol. The energy comes out at -42644.3888 eV. The net charge is 0. The calculation puts the molar mass at 468.554 g/mol. Its HOMO energy is -8.3 eV. The structure (SMILES) is CCC(C)(C)NC(=O)CN(C(=O)CCC(=O)Nc1cc(C)ccn1)c1ccc2c(c1)OCCO2.

Atom charges from the Mulliken analysis, given in e for atoms 1 to 8: -1.163 -0.827 1.364 -1.911 -1.957 -0.018 0.676 -0.678